69
Properties=species:S:1:pos:R:3:forces:R:3:mulliken_charge:R:1 method="wB97M-V/def2-TZVPD" e_homo_ev=-6.08 charge=0 homo_lumo_gap_ev=2.1
C -2.27213 -1.09548 8.06161 -0.0504 0.9278 0.8797 -1.262
C -2.09590 -2.08504 7.01785 -0.2216 -1.7028 -1.4434 0.392
C -2.42169 -3.41447 6.85754 0.2922 0.9843 0.3742 -1.126
C -2.16324 -3.72802 5.48959 0.0939 0.7215 -0.4637 -0.566
C -1.76984 -2.56739 4.86008 -0.6696 -1.4790 0.9069 0.860
B -1.48016 -2.15673 3.34833 -0.2104 -0.1322 0.4757 -0.020
C -1.37632 -3.42641 2.41376 0.5663 -1.0507 -0.3062 0.705
C -0.36400 -4.20734 1.91770 -0.2320 0.0901 -0.2293 -0.439
C -0.95639 -5.38224 1.33233 -0.5083 -0.0311 0.0824 -1.069
C -2.31662 -5.24817 1.49309 2.0679 1.2683 0.5467 0.414
C -3.45879 -6.12280 1.35809 -0.7776 -0.7020 -0.3100 -1.312
O -2.57245 -4.04858 2.11654 0.3685 -0.7054 -0.0070 -0.551
C -2.70413 -1.35445 2.75806 -0.9003 0.6423 0.2634 0.479
C -3.77729 -0.67515 3.27363 0.1348 0.1814 -0.0965 -0.545
C -4.48743 -0.07865 2.17888 0.3995 -0.3375 -0.9498 -1.271
C -3.83843 -0.49096 1.03514 -0.0235 -0.2274 2.5115 0.271
C -3.86958 -0.11761 -0.35983 -0.1568 0.3271 -0.9897 -0.653
O -2.78587 -1.30276 1.38770 -0.2439 1.0390 -0.3660 0.031
C -0.14977 -1.33955 3.56995 0.8586 1.1759 -0.4952 0.927
C 0.33266 -0.10741 3.20112 0.1949 -0.5682 -0.0007 -0.553
C 1.65159 0.02678 3.76071 0.2492 -0.5048 0.5809 -1.123
C 1.87600 -1.10808 4.51057 -1.6211 0.8740 -1.5376 0.398
C 3.00102 -1.70831 5.20663 0.8193 -0.2740 0.5416 -1.265
O 0.77015 -1.92047 4.40982 0.7389 0.3308 -0.4318 -0.609
O -1.66921 -1.58031 5.81147 -0.6938 -0.3142 0.3575 -0.479
H -2.59867 -1.54497 9.00304 0.0839 -0.0208 -0.1441 0.364
H -1.33334 -0.54926 8.24012 -0.2975 -0.0253 0.0297 0.273
H -3.04320 -0.37188 7.74957 0.2639 -0.0479 0.1872 0.237
H -2.85827 -4.07614 7.59965 0.2557 0.2218 -0.0336 0.407
H -2.25975 -4.69907 5.02872 -0.1154 0.1045 -0.1148 0.616
H 0.69023 -3.95397 1.95018 -0.1999 -0.1166 0.1601 0.641
H -0.42758 -6.25456 0.93797 -0.3441 0.4093 0.0626 0.448
H -3.20729 -7.01732 0.78711 -0.0270 0.0533 0.0001 0.373
H -3.79655 -6.43183 2.34943 -0.1525 -0.0472 -0.0192 0.264
H -4.27582 -5.59732 0.86582 -0.1903 -0.0926 -0.0238 0.287
H -4.04405 -0.58344 4.32178 0.2681 -0.0296 -0.2250 0.593
H -5.33342 0.60523 2.21631 0.2043 -0.3006 -0.0066 0.400
H -4.75145 0.48294 -0.59861 0.0676 -0.1496 -0.0054 0.411
H -2.98174 0.48263 -0.58393 -0.0124 0.0037 -0.1650 0.025
H -3.85150 -1.01624 -0.98190 -0.0548 0.0642 -0.2506 0.128
H -0.19654 0.61977 2.60040 0.0270 -0.1075 0.0043 0.744
H 2.34843 0.85035 3.60460 -0.2150 -0.2895 0.1999 0.408
H 3.87940 -1.05408 5.18144 -0.1883 -0.1156 0.0447 0.366
H 2.74128 -1.92316 6.25091 0.1557 -0.0246 -0.1481 0.275
H 3.25458 -2.65605 4.71302 0.0736 0.1109 0.2159 0.261
F 0.10055 -5.70624 -4.53193 0.0513 1.8560 0.2556 -0.294
C 0.11383 -4.43116 -3.98973 -0.2773 -1.1112 0.4966 0.477
C 1.35052 -3.87842 -3.63201 -1.0382 0.2038 -0.0785 -0.716
C 1.33941 -2.68901 -2.89758 -0.4831 -0.0938 0.3395 -0.279
C 0.12704 -2.08565 -2.46920 -1.1809 -1.3885 -0.5186 0.004
C 0.11403 -0.82250 -1.76034 0.7915 0.5824 -0.4657 -0.731
C -0.40221 0.39232 -2.32000 -0.1946 0.1670 -0.3640 0.909
C 0.33168 1.61132 -2.17731 -0.5406 -0.0576 0.7488 -0.494
C -0.24938 2.82315 -2.51175 -0.0805 0.0529 -0.1357 -0.538
C -1.59293 2.85969 -2.92342 -0.3715 -0.1651 -0.0776 -0.293
C -2.28242 1.66934 -3.23531 0.4412 -0.1899 0.0921 -0.581
C -1.62525 0.44952 -3.07281 0.1915 -0.1124 0.3269 -0.230
C -1.10507 -2.72220 -2.82015 0.6827 0.1789 -0.6132 0.354
C -1.12407 -3.85829 -3.63974 0.4696 0.2074 0.3454 -0.977
H 2.26527 -4.39439 -3.91648 -0.1787 0.2479 0.1066 0.440
H 2.27528 -2.21478 -2.65520 0.1984 0.0277 0.1299 0.453
H 0.65785 -0.76850 -0.79240 0.1409 0.2234 -0.8654 0.404
H 1.35055 1.56513 -1.80099 -0.2245 0.0903 0.1463 0.460
H 0.30972 3.76108 -2.41931 -0.2065 -0.4879 0.0330 0.378
H -2.11524 3.82629 -3.02574 0.4134 -0.6017 -0.0063 0.394
H -3.32628 1.68208 -3.58042 0.6900 0.0801 -0.0007 0.406
H -2.05249 -0.48602 -3.44007 -0.1303 0.4404 0.3492 0.504
H -2.02281 -2.29901 -2.41063 0.1458 -0.3134 -0.2273 0.389
H -2.07489 -4.30445 -3.96134 0.6133 0.0299 0.3210 0.405

=====

76
Properties=species:S:1:pos:R:3:forces:R:3:mulliken_spin:R:1 method="wB97M-V/def2-TZVPD" e_homo_ev="-12.74 / -12.74" spin_multiplicity=2 charge=+2 homo_lumo_gap_ev="6.9 / 6.0" s2=0.755
Ru -0.02692 0.61589 0.02960 -0.4294 0.3301 0.3171 0.773
O 0.94724 0.41734 -4.28157 -0.1653 0.0085 0.0711 0.000
C 2.11448 -0.20015 -3.96306 0.1521 -0.0788 0.0257 -0.005
C 3.14500 -0.06513 -4.89217 -0.0573 0.0281 0.0138 0.000
C 4.36754 -0.66684 -4.68566 0.0151 -0.0074 0.0005 0.000
C 4.58591 -1.42291 -3.53935 0.0377 0.0080 -0.0522 0.000
C 3.56849 -1.55468 -2.61738 -0.0751 -0.0126 0.0708 0.004
C 2.32271 -0.94487 -2.79530 0.0272 -0.0415 -0.0833 0.015
C 1.21046 -1.16661 -1.78461 -0.1920 0.1585 -0.0086 -0.011
O 0.36757 -0.02054 -1.68869 0.3450 -0.0468 -0.0505 0.197
N 1.74258 -1.48821 -0.46181 0.0990 0.0193 0.0003 0.006
N 1.16352 -0.94288 0.62121 0.0487 0.1440 0.0701 -0.023
C 1.42991 -1.35656 1.80692 -0.0800 0.0005 0.0080 -0.012
C 0.80392 -0.79843 2.99060 0.1290 0.0440 -0.1072 0.006
Br -0.13934 0.86591 2.73905 -0.1449 -0.1006 -0.2227 -0.005
C 0.84869 -1.28775 4.23284 0.0137 -0.0307 0.0556 -0.006
C 1.44614 -2.56082 4.64985 0.0148 0.0246 0.0107 -0.004
C 2.07214 -2.61408 5.89702 0.0159 0.0245 0.0109 0.000
C 2.66908 -3.78451 6.33193 0.0035 -0.0098 0.0014 0.000
C 2.62252 -4.92441 5.54054 -0.0073 0.0142 -0.0073 0.000
C 1.96676 -4.89409 4.31698 0.0088 -0.0104 0.0079 0.000
C 1.38159 -3.72015 3.87336 -0.0403 -0.0190 -0.0237 -0.001
H 0.35789 0.40155 -3.51583 0.0360 0.0028 0.0195 0.001
H 2.95147 0.52287 -5.77951 -0.0082 -0.0020 0.0085 0.000
H 5.15104 -0.55069 -5.42238 0.0036 -0.0084 0.0128 0.000
H 5.53550 -1.91136 -3.37128 -0.0019 0.0088 -0.0059 0.000
H 3.76481 -2.15985 -1.74057 -0.0137 0.0216 0.0090 0.000
H 0.55430 -1.98454 -2.11384 0.0193 -0.0223 -0.0404 0.026
H 2.30291 -2.31545 -0.32832 -0.0790 -0.0680 0.0022 -0.001
H 2.13070 -2.17320 1.95237 -0.0107 -0.0030 0.0347 -0.001
H 0.42402 -0.68068 5.02595 -0.0144 -0.0220 0.0013 0.000
H 2.10032 -1.72881 6.52084 0.0021 -0.0078 -0.0018 0.000
H 3.16232 -3.81152 7.29394 -0.0021 0.0017 -0.0041 0.000
H 3.07842 -5.84211 5.88658 -0.0012 0.0021 -0.0012 0.000
H 1.89758 -5.79195 3.71754 -0.0022 0.0044 0.0026 0.000
H 0.82308 -3.72334 2.94431 0.0045 -0.0030 0.0093 0.000
O 3.20603 5.77806 1.64165 0.0008 0.0113 0.0022 0.001
C 2.53732 4.70309 1.24477 0.0153 -0.0059 0.0022 0.003
C 1.14497 4.57998 1.28995 -0.0227 0.0381 0.0083 -0.005
C 0.58015 3.41469 0.84954 0.0531 -0.0449 -0.0120 -0.005
N 1.27533 2.35712 0.36752 0.0865 -0.0460 0.0035 0.009
C 2.61166 2.49983 0.33722 -0.1410 0.0303 -0.0187 0.011
Br 3.61529 1.09023 -0.34485 0.1628 -0.0800 -0.1148 0.000
C 3.27518 3.63275 0.75239 0.0357 -0.0028 -0.0065 0.001
H 2.62339 6.47654 1.96698 -0.0041 -0.0055 -0.0019 0.000
H 0.51577 5.37705 1.66307 -0.0001 -0.0043 -0.0033 0.000
H -0.49437 3.30023 0.88289 -0.0126 0.0031 -0.0089 0.003
H 4.35181 3.69495 0.69580 -0.0060 -0.0075 0.0005 0.000
O -6.54083 -1.53220 -0.28110 0.0040 -0.0032 0.0016 0.000
C -5.62780 -2.28157 0.47957 0.0071 0.0022 0.0036 -0.001
C -4.27395 -1.64310 0.37187 -0.0324 0.0250 -0.0222 0.012
C -3.17096 -2.19391 1.01736 0.0551 0.0229 0.0037 -0.007
C -1.94874 -1.57512 0.89856 -0.0479 -0.0556 -0.0287 0.018
N -1.77594 -0.45810 0.17750 0.2452 -0.0274 -0.0909 -0.002
C -2.83450 0.09123 -0.45382 -0.1091 -0.0935 0.1231 -0.003
C -4.08973 -0.48308 -0.36776 -0.0237 -0.0082 0.0038 -0.005
C -2.56446 1.31881 -1.22414 -0.0169 0.1089 -0.0955 0.012
C -3.46875 1.84261 -2.12860 -0.0082 0.0172 -0.0182 0.003
C -3.12042 2.94981 -2.89155 -0.0469 -0.0095 -0.0124 -0.002
C -4.10860 3.55553 -3.86024 -0.0096 0.0108 -0.0028 0.000
O -5.19669 2.70760 -4.12966 0.0333 -0.0456 0.0495 0.000
C -1.84620 3.47626 -2.72888 0.0268 -0.0039 0.0371 0.001
C -0.99376 2.90684 -1.80529 -0.0042 0.0348 0.0138 -0.005
N -1.34800 1.87003 -1.03845 0.0963 -0.2290 0.0553 -0.002
H -7.41539 -1.93051 -0.22774 0.0005 0.0021 0.0018 0.000
H -5.54927 -3.31611 0.12576 0.0007 -0.0051 -0.0052 0.001
H -5.90763 -2.31662 1.53909 -0.0028 -0.0017 0.0049 0.001
H -3.25677 -3.09387 1.61201 -0.0036 0.0022 -0.0053 0.000
H -1.07175 -1.96980 1.38955 0.0028 -0.0158 0.0021 0.002
H -4.94205 -0.04011 -0.85886 0.0057 0.0078 0.0011 -0.001
H -4.43990 1.39594 -2.28177 0.0031 -0.0105 0.0076 0.001
H -3.58850 3.87203 -4.76783 0.0121 -0.0189 -0.0061 0.000
H -4.51352 4.45880 -3.39607 0.0020 0.0170 -0.0137 0.000
H -5.00591 2.16064 -4.89850 -0.0208 0.0410 -0.0316 0.000
H -1.50055 4.31038 -3.32548 -0.0036 -0.0030 0.0052 0.000
H 0.01369 3.27659 -1.68256 0.0161 0.0016 0.0127 0.000

=====

Quick rundown of max |F|, same order as above: 0.0490, 0.0122 hartree/bohr
Quick rundown of energy above the lowest of the compared OMol25 structures with the same formula, charge and spin, same order as above: 300.6, 7.2 kJ/mol